C11H14N2OPPb | ωB97M-V/def2-TZVPD

## Properties
energy relative to the best compared isomer or geometry (same formula, charge and spin) = 165.5 kJ/mol
frontier orbital gap = 3.876 eV
2S+1 = 1
charge = -1

Cartesian coordinates (Å):
C: 0.040 0.731 -2.079
C: 0.075 -0.133 -3.125
C: -0.066 -1.527 -3.178
C: -0.336 -2.324 -2.063
C: -0.517 -1.999 -0.767
Pb: 1.267 -0.735 -0.971
P: 0.131 2.663 0.711
H: 0.196 1.827 -2.373
H: 0.146 0.207 -4.176
H: -0.144 -1.968 -4.153
H: -0.771 -2.878 -0.103
H: -0.496 -3.327 -2.472
H: -0.941 3.112 1.536
H: 0.262 3.900 0.023
H: 1.137 2.974 1.669
N: 0.205 -1.913 7.096
C: -0.779 -1.271 6.391
O: -1.816 -0.891 6.939
C: -0.560 -1.091 4.913
C: 0.520 -1.647 4.203
C: 0.626 -1.370 2.822
N: -0.231 -0.596 2.133
C: -1.292 -0.120 2.812
C: -1.503 -0.336 4.188
H: 0.098 -1.950 8.093
H: 1.138 -2.067 6.725
H: 1.277 -2.285 4.673
H: 1.460 -1.805 2.263
H: -2.012 0.479 2.250
H: -2.385 0.094 4.679